Density functional theory data (ωB97M-V with the def2-TZVPD basis set) for C7H22IrN3SeSi as an isolated structure in a non-equilibrium geometry.

Last column: Mulliken charge in e.
Positions of all 35 atoms, in Å:
Ir (-0.4895, 0.0006, -0.8339)  0.728
N (-0.9888, -1.6931, -2.0432)  -0.584
C (-0.1749, -1.6686, -3.2854)  -0.506
C (1.2288, -1.2612, -2.8672)  -0.587
N (1.1614, 0.0008, -2.0530)  -0.388
C (1.2298, 1.2639, -2.8657)  -0.592
C (-0.1736, 1.6730, -3.2833)  -0.503
N (-0.9874, 1.6968, -2.0410)  -0.584
H (-1.9780, -1.8126, -2.2490)  0.330
H (-0.7179, -2.4954, -1.4796)  0.326
H (-0.1659, -2.6267, -3.8063)  0.444
H (-0.6182, -0.9418, -3.9565)  0.194
H (1.6811, -2.0272, -2.2359)  0.422
H (1.8714, -1.1275, -3.7372)  0.353
H (1.9425, 0.0002, -1.4038)  0.376
H (1.6828, 2.0286, -2.2334)  0.421
H (1.8723, 1.1308, -3.7359)  0.354
H (-0.1638, 2.6316, -3.8032)  0.444
H (-0.6176, 0.9473, -3.9551)  0.198
H (-0.7162, 2.4985, -1.4766)  0.326
H (-1.9765, 1.8169, -2.2468)  0.330
C (-1.4347, -1.3659, 4.0387)  -0.976
Si (-0.2061, -0.0033, 3.9816)  0.317
C (1.5548, -0.3740, 4.3411)  -0.946
C (-0.7938, 1.7332, 4.0773)  -0.995
Se (0.0423, -0.0061, 1.3495)  -0.116
H (-1.7125, -1.5821, 5.0759)  0.378
H (-1.0232, -2.2815, 3.6124)  0.352
H (-2.3425, -1.0902, 3.5016)  0.344
H (1.7222, -0.4216, 5.4222)  0.376
H (2.2042, 0.4040, 3.9394)  0.341
H (1.8413, -1.3380, 3.9199)  0.343
H (-0.9660, 2.0170, 5.1210)  0.377
H (-1.7359, 1.8528, 3.5416)  0.347
H (-0.0519, 2.4208, 3.6697)  0.357

Output
total charge	+2
electronic energy	-3238.88821	Ha
E_LUMO	-7.6	eV
Kohn-Sham gap	7.472	eV
ΔE to the lowest compared entry with this formula, charge and spin	11.0	kcal/mol